# 1
The following is a quantum chemistry calculation of C27H39N7O10P2RbS2Te as an isolated structure, from the Open Molecules 2025 dataset.

XYZ file:
```
89
Properties=species:S:1:pos:R:3:forces:R:3:mulliken_charge:R:1
Rb 0.0794 0.0722 -0.6344 0.400 0.268 1.105 0.549
O 4.4804 0.2077 1.0099 -0.173 0.010 -0.041 -0.629
C 4.8837 -0.9507 1.5582 0.045 -0.068 0.028 0.312
C 6.2137 -1.0635 1.9704 -0.038 0.047 -0.030 -0.689
C 6.6700 -2.2321 2.5474 0.006 0.011 -0.001 -0.307
C 5.8090 -3.3099 2.7270 0.018 -0.028 0.013 -0.779
C 4.4914 -3.1966 2.3222 -0.041 -0.009 0.015 -0.362
C 4.0046 -2.0311 1.7358 0.032 -0.063 0.092 0.378
C 2.5803 -1.9189 1.2927 0.146 -0.174 -0.140 0.381
O 2.2562 -0.9393 0.5554 0.256 0.304 0.302 -0.669
N 1.7844 -2.9085 1.6342 -0.225 0.059 -0.036 -0.857
N 0.4718 -2.6407 1.3436 0.134 -0.431 -0.174 0.409
C -0.1796 -3.6312 0.8709 0.074 0.005 0.131 -1.041
C -1.6319 -3.5913 0.7092 -0.152 0.001 -0.111 1.220
C -2.2801 -4.7020 0.1474 0.034 0.081 0.046 -1.018
C -3.6563 -4.7168 0.0616 -0.039 0.049 0.061 -0.548
C -4.3642 -3.6174 0.5309 -0.010 -0.004 0.073 -0.803
C -3.6367 -2.5565 1.0476 -0.077 -0.136 -0.020 -0.347
N -2.3156 -2.5248 1.1396 0.014 0.023 0.060 0.147
H 3.5114 0.0522 0.7911 0.106 0.058 -0.105 0.224
H 6.8637 -0.2107 1.8258 0.025 0.018 -0.001 0.431
H 7.7047 -2.3037 2.8610 0.016 -0.002 0.002 0.359
H 6.1646 -4.2278 3.1768 0.009 -0.013 0.008 0.382
H 3.7974 -4.0168 2.4491 0.002 0.003 -0.002 0.434
H 0.3224 -4.5670 0.6142 0.024 0.039 0.061 0.249
H -1.6878 -5.5378 -0.2001 0.017 -0.022 -0.002 0.380
H -4.1727 -5.5723 -0.3569 -0.012 -0.002 0.000 0.418
H -5.4453 -3.5811 0.5042 0.001 -0.012 -0.022 0.401
H -4.1553 -1.6829 1.4367 -0.005 0.009 0.039 0.783
C -3.7396 -0.2976 -4.4594 0.001 0.041 0.032 -1.742
C -2.3756 -0.8895 -4.1158 -0.111 0.047 0.002 1.335
O -2.0781 -2.0001 -4.9608 0.033 -0.067 -0.049 -0.667
P -2.3062 -1.5368 -2.3860 -0.110 0.127 -0.159 0.315
O -0.9815 -2.2026 -2.2093 -0.024 -0.004 -0.043 -0.828
O -3.5357 -2.5642 -2.3042 -0.122 0.376 0.021 -0.667
O -2.6161 -0.3759 -1.4817 -0.285 -0.070 -0.078 -0.220
P -1.0941 0.4205 -4.2253 -0.180 0.036 -0.166 0.986
O -0.6596 0.2510 -5.7726 -0.314 -0.376 0.002 -0.577
O -1.5557 1.7676 -3.8975 0.045 0.085 -0.012 -0.705
O 0.1403 -0.1407 -3.4243 0.144 0.136 -0.191 -0.230
H -4.5234 -1.0177 -4.2259 -0.021 -0.022 -0.003 0.323
H -3.7838 -0.0711 -5.5255 0.019 0.027 -0.023 0.430
H -3.8974 0.6295 -3.9116 -0.041 0.016 0.045 0.235
H -1.6282 -1.6667 -5.7470 0.006 -0.027 0.008 0.439
H -0.0914 -0.9665 -2.9136 0.044 -0.462 -0.366 0.232
H -3.2704 -3.4460 -2.5609 0.169 -0.444 -0.093 0.346
H 0.0798 0.8034 -6.0251 0.273 0.246 -0.068 0.363
O -0.9327 2.4325 -0.6363 -0.169 0.119 -0.109 -0.239
N -1.2081 3.6064 -0.1696 -0.014 0.132 0.017 0.028
C -2.3509 4.1986 -0.5792 -0.071 0.041 -0.027 -0.512
C -2.7984 5.3896 -0.0636 0.010 -0.032 -0.037 -0.727
C -2.0087 6.0168 0.9055 -0.053 0.010 -0.015 -0.291
C -0.8118 5.4505 1.2584 -0.013 0.056 0.027 -0.724
C -0.3327 4.2401 0.7011 0.018 0.051 0.006 0.006
S 1.1729 3.5777 1.0393 0.157 -0.092 0.041 -0.303
H -2.8464 3.6286 -1.3536 -0.043 0.037 0.004 0.624
H -3.7226 5.8167 -0.4239 -0.030 0.011 -0.009 0.413
H -2.3223 6.9483 1.3580 -0.024 0.029 0.004 0.344
H -0.1621 5.9264 1.9787 0.011 0.000 0.006 0.384
S 0.5542 -0.3992 5.1089 0.022 0.067 0.014 -0.219
C 0.6223 1.3104 4.9813 -0.033 -0.042 -0.077 -0.477
C 0.1359 1.6962 3.7735 0.174 0.059 0.186 -0.545
N -0.3002 0.6800 2.9674 -0.181 -0.013 -0.233 0.394
C -0.1415 -0.4687 3.5405 -0.006 -0.067 0.027 -0.159
H 1.0372 1.9311 5.7545 0.031 0.016 0.069 0.453
H 0.1276 2.7046 3.3871 0.009 0.056 0.019 0.288
H -0.3858 -1.3999 3.0546 -0.013 -0.112 -0.005 0.209
C 5.1500 1.1121 -2.3319 -0.059 -0.037 -0.010 -1.028
Te 3.5127 -0.2557 -2.3942 0.128 -0.051 -0.112 0.483
C 3.3483 -0.1833 -4.5300 0.045 0.067 0.060 -1.086
H 4.8573 2.0567 -2.7817 -0.027 0.027 -0.016 0.330
H 6.0135 0.6952 -2.8432 0.012 -0.025 -0.016 0.325
H 5.3798 1.2653 -1.2817 0.006 -0.009 0.077 0.269
H 4.2559 -0.5559 -4.9980 0.025 -0.013 -0.008 0.417
H 3.1588 0.8395 -4.8487 -0.015 0.043 -0.010 0.308
H 2.5077 -0.8102 -4.8175 -0.039 -0.032 0.016 0.193
N -4.6015 0.6453 -0.3204 0.102 -0.197 -0.141 0.118
C -4.4148 1.6759 0.7436 -0.021 0.015 0.015 -1.030
C -3.1630 1.3927 1.5509 -0.028 -0.026 0.068 0.462
N -3.0574 2.4146 2.5863 0.017 0.075 0.020 -0.817
H -5.1452 1.0126 -1.0987 0.030 -0.070 0.060 0.383
H -5.0947 -0.1686 0.0434 0.050 0.061 -0.042 0.435
H -3.6510 0.2275 -0.7682 -0.181 0.138 -0.079 0.002
H -5.2991 1.6738 1.3823 0.032 0.085 0.016 0.306
H -4.3415 2.6458 0.2514 0.035 -0.047 0.048 0.216
H -2.2947 1.3524 0.8898 0.015 0.015 -0.110 -0.157
H -3.2528 0.4160 2.0334 0.031 -0.026 0.025 0.554
H -2.2788 2.1636 3.1869 -0.059 0.015 -0.006 0.313
H -2.7890 3.2965 2.1541 0.005 -0.019 0.026 0.281
```
Forces are in eV/Å.

Values from the calculation:
gap between HOMO and LUMO = 5.39 eV
strongest force on any atom = 0.023 hartree/bohr
HOMO energy = -4.0 eV
2S+1 = 1
total charge = -1
ΔE to the lowest compared entry with this formula, charge and spin = 28.64 kcal per mole

# 2
The following is a quantum chemistry calculation of C27H40BI3LaN2O4 as an isolated structure, from the Open Molecules 2025 dataset.

XYZ file:
```
78
Properties=species:S:1:pos:R:3:forces:R:3:mulliken_charge:R:1
C -2.8184 4.1224 -2.2666 0.138 -0.196 0.150 -0.747
C -2.1325 4.2989 -3.6140 0.084 -0.357 0.159 -0.595
C -0.8015 3.5408 -3.8079 0.010 0.112 1.084 -0.790
C -0.0670 3.2625 -2.4826 -0.012 0.055 -0.790 0.200
C 1.3375 2.7823 -2.7665 0.428 0.168 -0.116 -0.956
N 2.1293 2.4623 -1.5323 -0.447 -0.125 -0.188 0.334
C 2.7038 1.1718 -1.5545 -0.917 0.618 0.976 -0.473
O 3.5771 0.8113 -2.2485 0.911 -0.742 -0.992 -0.437
C 1.9754 0.3915 -0.4780 -0.029 -0.685 0.016 0.647
C 1.9464 -0.9679 -0.2063 0.108 -1.733 -0.501 -0.190
B 2.7990 -1.9315 -1.1953 0.387 0.312 0.246 0.238
O 2.5274 -1.8349 -2.5603 -0.423 -0.431 0.604 -0.493
C 3.8924 -2.8988 -0.6990 -0.194 -0.297 -0.591 -0.431
C 3.7532 -4.2938 -1.3703 -0.272 0.421 0.001 -1.174
C 1.1836 -1.4692 0.9080 -0.260 0.587 -0.804 1.094
C 1.1284 -2.9509 1.2600 -0.702 0.152 0.082 -0.617
C -0.2428 -3.6830 1.0668 1.495 0.104 -0.172 -0.821
C -0.9141 -3.3677 -0.2564 -1.605 -0.600 0.980 -0.554
C -2.2546 -2.3800 -0.0366 -0.667 -2.745 -0.512 -0.226
N -2.9087 -2.2669 -1.4555 -0.133 0.410 1.401 -0.390
C -3.8135 -1.0135 -1.4945 1.441 0.925 -1.074 0.272
C -3.1493 0.3567 -1.9729 0.617 -2.389 -0.284 -0.599
O -4.8995 -1.1625 -1.1401 -1.682 -0.004 0.692 -0.247
C 0.4478 -0.5295 1.6645 -0.662 0.090 0.097 1.249
C -0.4092 -0.9605 2.8398 0.744 -0.358 -0.017 -0.804
C 0.3388 -1.3940 4.1457 -0.419 -0.298 -0.064 -1.237
C 0.0846 -2.8510 4.5789 0.880 0.355 -0.250 -1.211
I 2.4388 -0.9291 4.1449 -0.093 0.101 0.044 0.200
C 0.4529 0.8471 1.3023 -0.056 -0.636 0.703 0.369
C -0.4186 1.8523 1.9556 0.178 0.257 0.752 -2.055
I -2.3911 1.3757 1.1835 0.037 -0.291 -0.688 0.499
C -0.2732 2.0780 3.4832 -1.350 0.521 -0.240 -0.039
C 0.3582 3.4425 3.7681 -0.021 -0.194 0.202 -1.123
I -2.2679 2.0968 4.3523 0.265 -0.004 0.856 0.251
C 1.2436 1.2757 0.2763 0.433 0.724 -0.314 -0.061
C 1.5028 2.6697 -0.2880 0.463 -0.973 -0.641 -0.538
O 1.3045 3.7194 0.2154 -0.735 0.838 0.573 -0.441
H -3.8558 4.4343 -2.2853 -0.149 0.119 -0.104 0.452
H -2.7924 3.0876 -1.9353 -0.134 -0.413 0.042 -0.226
H -2.3284 4.6777 -1.4755 0.115 0.231 0.134 0.323
H -1.9265 5.3547 -3.7265 -0.122 0.257 -0.285 0.353
H -2.8169 3.9792 -4.3914 -0.083 0.233 -0.284 0.355
H -0.1489 4.1876 -4.3798 0.147 -0.188 -0.535 0.392
H -0.9277 2.5755 -4.2980 -0.101 0.063 -0.447 0.347
H -0.0592 4.1800 -1.9096 -0.010 0.002 0.477 0.458
H -0.6109 2.4582 -1.9614 -0.096 0.168 0.478 -0.059
H 1.2820 1.8496 -3.3321 0.068 -0.115 -0.162 0.301
H 1.8724 3.4745 -3.4026 0.187 0.263 0.045 0.396
H 1.6101 -2.0368 -2.7538 0.023 0.125 -0.643 0.301
H 3.9383 -2.9915 0.3784 0.280 0.141 0.251 0.520
H 4.8397 -2.4922 -1.0568 0.217 0.277 0.127 0.606
H 3.2515 -4.2210 -2.3293 -0.042 0.035 -0.219 0.306
H 4.7249 -4.7121 -1.5775 0.199 -0.348 0.197 0.375
H 3.1647 -4.9616 -0.7490 0.099 -0.287 0.131 0.323
H 1.8808 -3.5176 0.7294 0.193 0.053 -0.296 -0.028
H 1.3926 -3.0277 2.3048 0.136 -0.125 0.333 0.122
H -0.0345 -4.7464 1.0513 0.113 -0.238 0.094 0.655
H -0.9142 -3.5489 1.8997 -0.290 0.145 0.094 0.087
H -1.3315 -4.2786 -0.6739 -0.263 -0.037 -0.301 0.633
H -0.1649 -3.0003 -1.0239 -0.136 -1.727 0.868 0.391
H -1.9034 -1.3434 0.3807 -2.424 -1.688 2.203 0.101
H -2.9998 -2.8245 0.6078 0.072 -0.179 0.344 0.764
H -2.1144 -2.1266 -2.1045 -4.027 -3.325 -1.989 0.393
H -2.7390 0.1939 -3.0027 -0.587 0.388 0.269 0.567
H -3.9077 1.1223 -1.9223 -0.012 0.344 -0.109 0.541
H -2.2768 0.6051 -1.2940 -1.942 1.160 -0.536 -0.493
H -1.0337 -1.7795 2.5053 -0.146 -0.245 0.174 0.144
H -1.1002 -0.1896 3.1275 -0.192 0.314 -0.024 0.353
H -0.0703 -0.7889 4.9414 0.070 0.414 0.080 0.955
H -0.7304 -3.2982 4.0260 -0.406 -0.088 0.123 0.301
H 0.9732 -3.4512 4.4204 0.072 -0.296 -0.076 0.410
H -0.0980 -2.8757 5.6436 -0.262 -0.145 0.185 0.342
H -0.2001 2.8120 1.5166 -0.320 0.251 -0.371 0.968
H 0.2230 1.2741 3.9949 0.300 -0.289 -0.050 0.174
H -0.3984 4.1831 3.9799 -0.178 0.250 -0.082 0.413
H 0.9667 3.3670 4.6604 0.285 0.068 0.053 0.385
H 0.9360 3.8139 2.9286 0.363 -0.082 -0.046 0.345
La -0.9352 -1.0915 -1.2311 11.043 10.825 -1.522 0.847
```
Forces are in eV/Å.

Values from the calculation:
gap between HOMO and LUMO = 5.01 eV
strongest force on any atom = 0.302 hartree/bohr
HOMO energy = -16.8 eV
2S+1 = 1
total charge = +3
ΔE to the lowest compared entry with this formula, charge and spin = 0.00 kcal per mole

# 3
The following is a quantum chemistry calculation of C27H40BeCl2N3O4 as an isolated structure, from the Open Molecules 2025 dataset.

XYZ file:
```
77
Properties=species:S:1:pos:R:3:forces:R:3:mulliken_charge:R:1
O 0.2778 -0.4177 -1.5127 0.773 -0.691 0.908 0.462
C -0.4409 -0.2853 -2.6674 -0.087 -0.227 -0.534 0.485
C -0.1375 1.0287 -3.4117 -0.350 -0.269 0.247 -0.822
C 0.5257 2.0639 -2.7685 -0.008 0.140 -0.125 0.501
H 0.8728 1.8985 -1.7585 -0.135 0.044 -0.003 1.103
C 0.7028 3.3001 -3.3913 0.003 -0.292 -0.180 -1.464
H 1.2074 4.0921 -2.8381 -0.141 -0.049 -0.214 0.425
C 0.2385 3.4919 -4.6925 0.055 0.003 0.089 -0.486
H 0.3841 4.4536 -5.1866 -0.087 -0.222 0.082 0.371
C -0.4060 2.4430 -5.3588 0.124 -0.046 0.127 -0.716
H -0.7683 2.5886 -6.3760 0.064 -0.030 0.183 0.362
C -0.5878 1.2176 -4.7195 0.070 0.250 0.033 -0.315
H -1.1090 0.3997 -5.2135 0.028 0.145 0.000 0.391
H -0.1409 -1.0928 -3.3631 0.130 -0.059 -0.348 0.294
C -2.2563 -1.9585 -2.1579 -0.214 -0.347 0.605 -1.398
C -1.9165 -0.5353 -2.4059 -0.761 2.062 -0.565 0.254
H -3.3222 -2.1699 -2.2300 -0.026 0.004 -0.171 0.470
H -1.9641 -2.2381 -1.1400 -0.200 0.114 -0.139 -0.025
H -1.7007 -2.6207 -2.8179 0.019 -0.111 -0.402 0.362
C -2.7428 0.5215 -2.2241 0.783 -1.243 -0.627 0.279
C -4.1315 0.4770 -1.7131 -0.442 0.184 -0.251 -1.476
H -2.3674 1.5204 -2.4178 0.200 -0.027 0.035 0.202
H -4.8206 0.8915 -2.4493 -0.182 0.048 -0.231 0.441
H -4.2417 1.1001 -0.8258 0.171 -0.095 0.138 0.226
H -4.4539 -0.5262 -1.4724 -0.080 -0.200 0.169 0.286
Be -0.0703 -0.9128 0.0231 -0.704 2.472 -0.140 0.580
Cl -2.0765 -0.2150 0.4941 -1.529 -1.066 -1.398 -0.646
C -1.1159 -0.4012 2.8972 0.937 0.644 -0.458 -0.310
O -0.2538 -1.0560 2.2702 -1.328 0.274 1.402 -0.797
N -1.2878 -0.4718 4.2266 0.149 -0.746 0.293 0.471
C -0.7569 -1.6072 4.9292 0.111 0.117 0.408 -0.994
C -1.9875 0.5394 4.9881 -0.238 -0.046 -0.222 -1.008
H -1.8449 0.3244 2.4377 1.390 -0.559 0.460 0.619
H -0.1906 -2.2341 4.2393 -0.071 0.193 0.065 0.198
H -1.5750 -2.1853 5.3665 -0.060 -0.124 0.081 0.344
H -0.1161 -1.2696 5.7443 0.219 -0.098 0.111 0.290
H -2.1918 1.4225 4.3714 0.186 -0.253 0.026 0.286
H -1.3804 0.8537 5.8421 0.073 0.028 -0.135 0.322
H -2.9384 0.1606 5.3775 -0.057 -0.054 0.030 0.325
H 4.7655 1.3009 -1.8389 0.129 0.013 -0.039 0.344
H 4.6424 1.6627 0.8325 0.112 -0.107 -0.103 0.428
C 3.6852 1.1977 -1.7171 0.327 -0.344 0.060 -1.075
C 3.5823 1.4057 0.7575 -0.181 0.435 -0.150 -0.968
N 3.3586 0.6038 -0.4336 0.193 -0.525 0.256 0.397
H 3.2810 0.5761 -2.5213 0.020 0.183 0.119 0.341
C 2.7424 -0.6003 -0.3620 -1.044 0.233 0.013 -0.268
O 1.9228 -0.9269 0.5024 1.671 -0.258 -0.182 -0.513
H 3.2866 0.8568 1.6504 -0.089 0.124 -0.256 0.242
H 3.0197 -1.2981 -1.1870 -0.310 0.479 0.035 0.402
H 3.2451 2.1979 -1.7880 -0.118 -0.210 0.029 0.309
H 3.0247 2.3484 0.6889 -0.117 -0.227 0.225 0.318
H -0.1582 -5.9552 0.7319 -0.008 0.159 0.044 0.330
H 2.0188 -6.1054 -0.8810 -0.069 0.174 0.099 0.332
C -0.5457 -5.3922 -0.1229 0.099 -0.133 0.128 -1.006
C 1.5017 -5.3772 -1.5143 -0.016 0.193 -0.091 -0.966
N 0.5117 -4.6215 -0.7560 -0.108 0.182 0.028 0.406
H -1.3452 -4.7303 0.2024 0.075 0.021 -0.017 0.277
C 0.5910 -3.2883 -0.6589 -0.625 1.645 0.791 0.828
O -0.1257 -2.5439 0.0701 0.948 -3.021 -1.165 -0.756
H 2.2423 -4.6927 -1.9359 -0.125 -0.103 0.077 0.286
H 1.3533 -2.8271 -1.3090 -0.183 -0.110 0.259 -0.203
H -0.9226 -6.1300 -0.8375 -0.073 0.196 -0.028 0.343
H 1.0364 -5.9378 -2.3318 -0.085 0.157 0.067 0.336
Cl -1.5431 3.9565 0.9977 -0.458 0.449 -0.450 -0.283
C -0.4989 3.2532 2.1649 0.407 -0.616 1.471 0.906
C -0.3341 3.8912 3.3862 -0.173 -0.306 -0.142 -0.463
C 0.5096 3.3436 4.3651 -0.032 0.325 0.390 -0.658
C 1.1775 2.1424 4.0983 0.125 -0.158 -0.084 -0.853
C 1.0082 1.4985 2.8897 0.775 0.191 -0.177 0.083
C 0.2163 2.0523 1.8316 0.150 0.628 -0.066 -0.001
C 0.1772 1.4992 0.5574 1.018 0.239 -0.893 0.323
H -0.8784 4.8240 3.5557 0.215 -0.246 0.055 0.379
H 0.6364 3.8431 5.3282 -0.061 -0.082 -0.284 0.295
H 1.8525 1.6946 4.8414 -0.337 0.229 -0.169 0.336
H 1.5470 0.5654 2.6541 -0.510 0.518 0.313 0.384
H -0.6611 1.7982 -0.0778 0.791 0.076 -0.039 0.258
H 1.1615 1.3238 0.0717 -1.115 -0.271 0.524 -1.763
```
Forces are in eV/Å.

Values from the calculation:
gap between HOMO and LUMO = 3.64 eV
strongest force on any atom = 0.066 hartree/bohr
HOMO energy = -1.6 eV
2S+1 = 1
total charge = -1